1.
{"formula": "H8O3S2", "method": "wB97M-V/def2-TZVPD", "charge": 0, "e_tot_ev": -27942.638, "smiles": "SS.O.O.O", "orbital_gap_ev": 9.3163, "de_lowest_kcal_mol": 8.2, "symbols": ["S", "S", "H", "H", "H", "H", "O", "H", "H", "O", "H", "H", "O"], "positions_angstrom": [[3.112, -0.706, 0.005], [2.043, -2.352, 0.468], [2.296, -0.082, -0.874], [1.129, -1.900, 1.336], [0.816, 1.615, -0.503], [-0.357, 0.607, -0.645], [0.325, 1.076, -1.127], [-2.440, -0.280, -1.712], [-2.289, -1.402, -0.644], [-2.125, -0.475, -0.827], [-0.799, 1.316, 2.321], [-1.218, 1.340, 0.789], [-0.494, 1.244, 1.413]], "atomic_forces_ev_per_a": [[0.389, 0.732, 0.051], [-0.376, -0.787, -0.234], [-0.091, -0.292, 0.032], [0.062, 0.327, 0.140], [-0.248, -0.073, 0.315], [0.099, -0.353, 0.095], [0.377, 0.230, -0.945], [-0.026, -0.196, -0.086], [-0.034, -0.076, -0.166], [0.094, 0.390, 0.322], [-0.396, 0.057, -0.214], [-0.449, 0.095, 0.525], [0.599, -0.053, 0.164]]}


2.
{"formula": "H8O4", "method": "wB97M-V/def2-TZVPD", "charge": -1, "e_tot_ev": -8318.774, "multiplicity": 2, "orbital_gap_ev": [2.6485, 11.1004], "de_lowest_kcal_mol": 15.8, "symbols": ["O", "H", "H", "H", "O", "H", "O", "H", "H", "O", "H", "H"], "positions_angstrom": [[-1.502, -0.043, 0.796], [-2.039, -0.483, 0.113], [-1.278, 0.810, 0.392], [1.280, 0.013, 2.726], [1.084, 0.392, 1.859], [0.205, 0.017, 1.663], [-1.087, -0.180, -1.886], [-0.163, -0.225, -1.584], [-1.088, -0.009, -2.840], [1.485, -0.147, -0.790], [2.322, -0.054, -0.324], [0.783, -0.092, -0.126]], "atomic_forces_ev_per_a": [[-0.261, -0.062, 0.106], [0.305, 0.075, 0.061], [-0.126, 0.087, -0.031], [0.217, -0.054, 0.326], [-0.131, 0.056, 0.022], [-0.086, 0.022, 0.211], [-0.466, 0.024, -0.344], [-0.010, 0.015, -0.652], [0.297, -0.076, 0.362], [-0.265, -0.162, -1.047], [-0.145, 0.052, 0.431], [0.671, 0.024, 0.556]]}


3.
{"formula": "H8O4", "method": "wB97M-V/def2-TZVPD", "charge": 0, "e_tot_ev": -8319.680, "smiles": "O.O.O.O", "orbital_gap_ev": 10.9795, "de_lowest_kcal_mol": 23.0, "symbols": ["H", "H", "H", "H", "H", "H", "H", "H", "O", "O", "O", "O"], "positions_angstrom": [[-0.329, 1.259, -0.349], [-1.804, 1.532, -0.614], [-0.024, -0.830, -1.606], [0.212, -1.718, -0.393], [1.246, 0.161, -0.068], [2.096, 1.059, 0.871], [-0.054, -0.624, 1.542], [-1.160, -0.397, 0.444], [-1.216, 0.816, -0.545], [0.731, -1.048, -0.994], [1.132, 0.853, 0.605], [-0.830, -1.062, 1.106]], "atomic_forces_ev_per_a": [[-1.248, -0.841, -0.043], [-1.503, 1.318, -0.157], [1.294, 0.073, 0.628], [1.452, 1.815, -0.818], [-0.268, -0.636, -0.377], [-2.425, -0.179, -0.534], [-1.195, -0.398, -0.697], [0.310, -0.451, 1.050], [2.198, 0.422, -0.497], [-2.250, -2.381, -0.636], [3.210, 1.349, 1.328], [0.424, -0.092, 0.752]]}


4.
{"formula": "H8O4", "method": "wB97M-V/def2-TZVPD", "charge": 0, "e_tot_ev": -8319.601, "smiles": "O.O.O.O", "orbital_gap_ev": 10.4585, "de_lowest_kcal_mol": 24.8, "symbols": ["O", "H", "H", "O", "H", "H", "O", "H", "H", "O", "H", "H"], "positions_angstrom": [[-1.598, 23.718, -3.352], [-2.085, 23.984, -4.130], [-1.077, 24.476, -3.043], [0.274, 21.450, -2.915], [-0.301, 22.158, -2.682], [0.063, 21.332, -3.880], [-1.811, 22.635, -6.764], [-2.739, 22.943, -6.848], [-1.372, 23.188, -7.438], [-2.317, 21.962, -1.444], [-2.457, 22.659, -2.110], [-2.688, 21.100, -1.720]], "atomic_forces_ev_per_a": [[0.289, 0.352, 0.368], [0.046, 0.207, -0.358], [-0.314, -0.199, -0.270], [0.598, -1.100, -2.023], [-0.875, 0.741, 0.535], [0.423, 0.103, 1.418], [-0.720, 0.987, -0.580], [0.690, -0.490, 0.164], [-0.015, -0.463, 0.444], [-0.372, -0.391, 0.323], [-0.062, -0.809, 0.087], [0.312, 1.063, -0.109]]}


5.
{"formula": "H8O4", "method": "wB97M-V/def2-TZVPD", "charge": 0, "e_tot_ev": -8319.786, "smiles": "O.O.O.O", "orbital_gap_ev": 11.1839, "de_lowest_kcal_mol": 20.5, "symbols": ["O", "H", "H", "O", "H", "H", "O", "H", "H", "O", "H", "H"], "positions_angstrom": [[-13.644, -25.328, -20.684], [-13.353, -25.838, -21.440], [-13.456, -25.888, -19.931], [-15.123, -24.128, -22.775], [-16.001, -23.790, -22.599], [-14.897, -24.630, -21.992], [-14.125, -21.928, -25.150], [-14.826, -22.223, -24.569], [-14.486, -22.027, -26.031], [-13.701, -25.303, -24.804], [-14.223, -24.802, -24.177], [-13.897, -26.218, -24.601]], "atomic_forces_ev_per_a": [[-0.194, 0.136, -0.077], [0.355, -0.166, -0.274], [-0.039, -0.094, 0.266], [-0.298, 0.279, -0.289], [-0.241, 0.075, -0.045], [0.244, -0.058, 0.629], [0.136, 0.226, 0.039], [-0.065, -0.153, 0.238], [-0.014, -0.072, -0.246], [0.495, -0.340, -0.451], [-0.314, 0.384, 0.285], [-0.065, -0.218, -0.077]]}


6.
{"formula": "H8O4", "method": "wB97M-V/def2-TZVPD", "charge": 0, "e_tot_ev": -8319.661, "smiles": "O.O.O.O", "orbital_gap_ev": 10.8359, "de_lowest_kcal_mol": 23.4, "symbols": ["O", "H", "H", "O", "H", "H", "O", "H", "H", "O", "H", "H"], "positions_angstrom": [[14.399, 8.204, 15.789], [13.480, 8.174, 15.883], [14.565, 8.807, 15.114], [13.564, 10.304, 13.352], [12.725, 10.166, 12.919], [14.241, 10.603, 12.709], [14.763, 5.647, 15.166], [13.845, 5.416, 15.306], [14.779, 6.543, 15.456], [11.276, 8.073, 16.259], [10.724, 7.528, 16.825], [11.281, 7.493, 15.460]], "atomic_forces_ev_per_a": [[1.758, -1.268, 1.673], [-2.398, 0.128, 0.482], [0.410, 1.758, -1.948], [1.185, 0.193, 0.200], [-0.091, 0.084, -0.507], [-1.029, -0.335, 0.374], [-0.090, -1.683, -0.469], [-0.134, -0.372, -0.045], [0.327, 1.550, 0.368], [0.018, -1.095, -1.228], [-0.081, 0.179, 0.573], [0.125, 0.861, 0.527]]}


7.
{"formula": "H8O4", "method": "wB97M-V/def2-TZVPD", "charge": 0, "e_tot_ev": -8319.628, "smiles": "O.O.O.O", "orbital_gap_ev": 10.7758, "de_lowest_kcal_mol": 24.2, "symbols": ["O", "H", "H", "O", "H", "H", "O", "H", "H", "O", "H", "H"], "positions_angstrom": [[-1.450, 0.943, 0.370], [-0.601, 0.792, 0.731], [-1.206, 1.087, -0.591], [-0.395, -1.638, 1.483], [-0.656, -1.834, 0.584], [-0.020, -2.432, 1.852], [-0.005, 1.486, -1.857], [0.694, 1.037, -1.351], [-0.612, 0.951, -2.361], [1.258, 0.047, 0.087], [2.154, 0.082, 0.365], [0.836, -0.526, 0.682]], "atomic_forces_ev_per_a": [[-1.315, 0.083, -1.899], [1.217, -0.037, 0.863], [-0.398, 0.248, 1.640], [0.145, 0.568, 0.214], [-0.378, -0.224, -0.257], [0.129, -0.526, 0.100], [0.169, 1.420, -0.168], [-0.679, -0.669, -0.421], [0.517, -0.774, -0.205], [0.552, 1.367, -1.778], [1.266, 0.157, 0.301], [-1.225, -1.613, 1.610]]}


8.
{"formula": "H8O4", "method": "wB97M-V/def2-TZVPD", "charge": 0, "e_tot_ev": -8319.044, "smiles": "O.O.O.O", "orbital_gap_ev": 10.8917, "de_lowest_kcal_mol": 37.6, "symbols": ["O", "H", "H", "O", "H", "H", "O", "H", "H", "O", "H", "H"], "positions_angstrom": [[0.337, 0.978, -2.494], [0.681, 1.050, -1.603], [-0.614, 1.010, -2.387], [0.586, -1.526, 1.550], [0.001, -2.271, 1.418], [1.124, -1.500, 0.759], [0.507, 0.735, -0.071], [1.265, 0.384, 0.395], [0.649, 1.682, -0.081], [-1.854, -0.034, 0.956], [-1.164, 0.413, 0.467], [-1.517, -0.920, 1.092]], "atomic_forces_ev_per_a": [[0.071, 0.389, -1.529], [-0.056, -0.549, -0.445], [-0.211, -0.061, -0.048], [0.212, 0.052, 0.286], [-0.007, -0.372, 0.030], [0.086, -0.388, -0.241], [0.546, 0.319, 0.794], [0.080, -0.007, 0.449], [-0.004, 0.590, 0.460], [-1.096, 0.021, 0.117], [0.267, -0.136, 0.075], [0.110, 0.141, 0.052]]}


Which value of charge does entry 5 give? 0